# 1
# C41H48N5O13P4SW

A structure of composition C41H48N5O13P4SW (wB97M-V/def2-TZVPD, OMol25).

XYZ file:
```
113
Properties=species:S:1:pos:R:3
W 0.599 -0.421 -1.053
C -5.045 1.936 3.656
S -3.767 2.142 4.913
C -2.966 0.510 4.892
C -1.754 0.397 3.977
C -2.126 0.558 2.509
N -1.047 0.382 1.557
P -0.113 1.741 0.329
C 0.348 2.524 1.921
C -0.533 3.332 2.635
C -0.148 3.895 3.844
C 1.124 3.676 4.349
C 2.017 2.896 3.626
C 1.630 2.333 2.420
C -1.718 2.426 -0.189
C -2.770 1.587 -0.538
C -3.967 2.117 -0.989
C -4.131 3.492 -1.087
C -3.086 4.336 -0.743
C -1.880 3.806 -0.306
P -0.346 -1.044 1.208
C -1.601 -2.352 1.439
C -1.515 -3.266 2.490
C -2.546 -4.160 2.734
C -3.677 -4.154 1.932
C -3.775 -3.245 0.890
C -2.749 -2.346 0.651
C 1.006 -1.610 2.302
C 1.462 -0.810 3.342
C 2.549 -1.207 4.111
C 3.180 -2.412 3.848
C 2.723 -3.220 2.813
C 1.648 -2.823 2.036
H -5.663 2.832 3.685
H -5.674 1.076 3.884
H -4.633 1.831 2.654
H -3.727 -0.226 4.619
H -2.680 0.307 5.925
H -1.297 -0.587 4.134
H -1.011 1.149 4.253
H -2.530 1.561 2.354
H -2.949 -0.138 2.284
H -1.529 3.527 2.263
H -0.858 4.502 4.392
H 1.422 4.117 5.292
H 3.019 2.725 3.999
H 2.328 1.723 1.866
H -2.648 0.515 -0.474
H -4.770 1.449 -1.276
H -5.066 3.903 -1.445
H -3.198 5.409 -0.826
H -1.063 4.472 -0.061
H -0.641 -3.288 3.124
H -2.458 -4.867 3.549
H -4.478 -4.859 2.117
H -4.647 -3.233 0.249
H -2.834 -1.649 -0.168
H 0.971 0.130 3.548
H 2.898 -0.570 4.915
H 4.027 -2.723 4.446
H 3.214 -4.161 2.599
H 1.311 -3.451 1.220
O 0.940 4.893 -1.500
C 1.005 3.691 -1.575
O 0.909 2.924 -0.476
C 1.366 2.994 -2.845
C 2.107 3.663 -3.824
C 2.501 2.922 -4.918
C 2.250 1.558 -5.092
C 1.507 0.905 -4.119
C 1.006 1.668 -3.034
O 0.129 1.098 -2.212
N 1.181 -0.418 -4.128
O 1.873 -1.213 -5.015
O 1.047 -1.125 -2.950
N 3.285 3.604 -5.966
O 3.531 4.787 -5.817
O 3.654 2.949 -6.924
H 2.363 4.704 -3.712
H 2.619 1.027 -5.953
N -0.068 -3.294 -4.484
C -0.657 -3.426 -3.127
C -1.535 -4.686 -3.058
P -1.733 -1.916 -2.901
O -3.155 -2.494 -2.350
O -1.964 -1.259 -4.202
O -1.271 -1.136 -1.661
P 0.719 -3.663 -1.861
O 2.053 -3.682 -2.752
O 0.547 -4.939 -1.146
O 0.856 -2.433 -0.927
H 0.300 -4.198 -4.765
H 1.277 -2.005 -5.038
H -0.816 -3.031 -5.122
H -2.331 -4.625 -3.806
H -1.977 -4.819 -2.073
H -0.923 -5.566 -3.265
H -3.740 -2.616 -3.106
H 2.152 -2.786 -3.126
C 4.179 1.239 -0.014
C 3.689 -0.047 -0.679
C 4.220 -1.281 0.055
C 4.119 -0.065 -2.148
N 2.243 -0.109 -0.650
H 5.240 1.376 -0.231
H 4.065 1.187 1.069
H 3.630 2.106 -0.385
H 5.305 -1.338 -0.049
H 3.778 -2.188 -0.360
H 3.970 -1.232 1.116
H 5.209 -0.061 -2.204
H 3.741 0.813 -2.673
H 3.743 -0.954 -2.656
```

Results
frontier orbital gap = 7.0 eV
molecular weight = 1158.66 g/mol
total charge = -1
multiplicity = 1
relative energy (zero: lowest compared OMol25 entry of this formula, charge and spin) = 9.4 kcal per mole

---

# 2
# C39H43BrClF16NO18S4

A cluster of 4 separate species, C39H43BrClF16NO18S4 in total (wB97M-V/def2-TZVPD, OMol25).

XYZ file:
```
123
Properties=species:S:1:pos:R:3
C -1.421 -1.062 4.387
C -0.373 -1.448 3.177
C -1.119 -1.518 1.681
Br -3.058 -0.932 1.761
C -0.251 -0.692 0.517
C 0.395 -1.453 -0.827
C 0.165 -3.057 -1.103
C 1.522 -3.977 -0.779
O 1.674 -5.129 -1.458
O 2.455 -3.504 0.272
C 1.286 -0.620 -1.919
S 2.140 -1.268 -3.442
O 1.903 -2.753 -3.783
O 1.582 -0.448 -4.670
C 4.035 -1.076 -3.288
F 4.438 -0.075 -2.274
F 4.500 -2.411 -2.754
C 4.756 -0.906 -4.754
F 4.111 -1.927 -5.660
F 4.507 0.414 -5.397
C 6.378 -1.248 -4.706
F 6.588 -2.741 -4.801
F 7.053 -0.719 -3.479
F 6.972 -0.595 -5.928
C 1.455 1.017 -1.625
C 0.820 1.762 -0.313
C -0.071 0.949 0.790
S -0.797 1.884 2.234
C -1.761 3.397 1.740
C -2.621 3.297 0.356
O -2.300 2.655 -0.765
O -3.904 4.075 0.322
C -4.936 3.350 -0.436
C -6.388 4.062 -0.008
C -6.954 3.171 1.260
O -7.326 4.189 -1.134
C -7.257 5.510 -1.778
O -7.450 6.696 -1.138
C -6.980 5.661 -3.420
S -6.021 4.226 -4.147
C 1.307 3.312 -0.464
O 0.972 4.450 0.142
N 2.400 3.363 -1.523
C 3.800 3.518 -0.939
C 4.923 3.824 -2.097
C 5.991 5.023 -1.671
C 7.034 4.370 -0.586
S 8.389 3.366 -1.426
O 7.928 1.909 -1.799
O 9.591 3.306 -0.443
Cl 9.110 4.281 -3.198
C 2.221 2.179 -2.487
O 2.626 2.256 -3.756
H -1.886 0.008 4.290
H -0.857 -1.080 5.436
H -2.234 -1.921 4.463
H 0.148 -2.459 3.463
H 0.462 -0.617 3.127
H -1.173 -2.688 1.448
H -0.700 -3.549 -0.491
H -0.165 -3.144 -2.247
H 3.344 -3.404 -0.220
H -2.553 3.598 2.612
H -1.125 4.405 1.688
H -4.759 3.356 -1.597
H -4.891 2.219 -0.060
H -6.104 5.126 0.453
H -6.069 3.053 2.047
H -7.809 3.782 1.776
H -7.268 2.115 0.866
H -6.487 6.715 -3.629
H -8.063 5.715 -3.914
H -6.434 4.174 -5.507
H 4.066 2.563 -0.310
H 3.781 4.427 -0.172
H 4.379 4.149 -3.097
H 5.481 2.815 -2.336
H 6.487 5.408 -2.659
H 5.350 5.903 -1.213
H 7.464 5.261 0.073
H 6.418 3.593 0.073
C -5.714 -7.650 -0.743
C -4.649 -7.511 -1.816
O -4.360 -6.127 -2.067
C -3.523 -5.515 -1.172
O -3.031 -6.079 -0.197
C -3.261 -4.066 -1.581
F -4.401 -3.403 -1.929
F -2.428 -3.980 -2.659
F -2.681 -3.328 -0.593
H -6.609 -7.079 -1.013
H -5.990 -8.699 -0.606
H -5.364 -7.257 0.216
H -5.020 -7.933 -2.756
H -3.736 -8.058 -1.554
C 9.081 -1.226 -0.514
C 7.955 -0.520 0.219
O 7.547 -1.275 1.370
C 8.336 -1.148 2.483
O 9.343 -0.446 2.533
C 7.765 -1.961 3.644
F 7.399 -3.222 3.274
F 6.650 -1.383 4.175
F 8.644 -2.111 4.674
H 8.791 -2.251 -0.769
H 9.340 -0.692 -1.433
H 9.977 -1.295 0.109
H 7.081 -0.446 -0.438
H 8.233 0.502 0.502
C -8.617 -2.389 5.796
C -7.143 -2.264 6.131
O -6.420 -1.682 5.036
C -6.497 -0.319 4.920
O -7.139 0.398 5.684
C -5.649 0.172 3.748
F -5.837 -0.566 2.616
F -4.314 0.113 4.022
F -5.910 1.465 3.404
H -8.754 -2.946 4.863
H -9.155 -2.902 6.598
H -9.075 -1.406 5.648
H -6.720 -3.261 6.296
H -6.983 -1.690 7.051
```

Results
frontier orbital gap = 7.1 eV
molecular weight = 1361.36 g/mol
SMILES = CC[C@@H](Br)c1c(CC(=O)O)c(S(=O)(=O)C(F)(F)C(F)(F)C(F)(F)F)c2c(c1SCC(=O)OC[C@H](C)OC(=O)CS)C(=O)N(CCCCS(=O)(=O)Cl)C2=O.CCOC(=O)C(F)(F)F.CCOC(=O)C(F)(F)F.CCOC(=O)C(F)(F)F
multiplicity = 1

---

# 3
# C2H3BrO2P

The ion C2H3BrO2P with charge -1 (wB97M-V/def2-TZVPD, OMol25).

XYZ file:
```
9
Properties=species:S:1:pos:R:3
C -0.117 -0.279 0.282
C 0.204 0.104 -0.933
P 0.869 -1.097 -2.123
O 0.246 -2.592 -1.984
O 2.315 -0.896 -2.330
Br -0.198 -0.222 -3.910
H -0.469 0.407 1.044
H -0.050 -1.319 0.548
H 0.162 1.132 -1.266
```

Results
frontier orbital gap = 8.6 eV
molecular weight = 169.92 g/mol
total charge = -1
SMILES = C=C[P@](=O)([O-])Br
multiplicity = 1
relative energy (zero: lowest compared OMol25 entry of this formula, charge and spin) = 3.5 kcal per mole

---

The highest frontier orbital gap belongs to which entry? C2H3BrO2P